# 1
Here is the ion C4H5O2S with charge -1 in a non-equilibrium geometry from the OMol25 dataset. Energies are from ωB97M-V/def2-TZVPD.

CARTESIAN COORDINATES (ANGSTROEM)
C: 0.950 1.679 1.303
C: 0.769 0.762 -0.030
C: -0.851 -0.142 -0.276
C: -0.645 -1.575 -0.769
O: 1.932 1.312 1.917
O: 0.053 2.444 1.538
S: -0.345 1.154 -1.428
H: 1.454 -0.154 -0.132
H: -1.595 0.050 0.431
H: -0.416 -2.139 0.132
H: 0.177 -1.434 -1.358
H: -1.484 -1.958 -1.328

SMILES string	C[C@@H]1S[C@H]1C(=O)[O-]
strongest force on any atom	0.0777	Eh/bohr
ΔE to the lowest compared entry with this formula, charge and spin	1.6205	eV
gap between HOMO and LUMO	7.61	eV
energy	-704.0774	hartree
lowest unoccupied orbital energy	3.44	eV
net charge	-1



# 2
Here is an isolated molecule of C4H6OS2 in a non-equilibrium geometry from the OMol25 dataset. Energies are from ωB97M-V/def2-TZVPD.

CARTESIAN COORDINATES (ANGSTROEM)
C: -1.553 -0.121 0.369
C: -0.331 0.473 0.519
C: 2.060 0.024 -0.085
C: -0.381 -0.693 -0.424
H: -2.581 1.034 -0.817
H: -1.808 -0.470 1.291
H: -0.024 -0.052 1.511
H: 2.834 0.114 -1.058
H: 2.854 -0.025 0.720
H: -0.522 -0.449 -1.460
O: -2.757 0.115 -0.361
S: 1.123 1.568 -0.134
S: 1.086 -1.517 -0.072

SMILES string	OC1[C@@H]2SCS[C@@H]12
strongest force on any atom	0.1200	Eh/bohr
ΔE to the lowest compared entry with this formula, charge and spin	4.6021	eV
gap between HOMO and LUMO	9.00	eV
energy	-1027.4624	hartree
lowest unoccupied orbital energy	0.45	eV